Entry 1:
The following is a DFT calculation (ωB97M-V/def2-TZVPD) of C5H7NO as an isolated structure.

Positions of all 14 atoms, in Å:
O (1.734, 0.379, -0.294)
C (1.572, 1.043, -1.401)
C (0.348, 0.019, 0.027)
C (-0.842, -0.538, -0.795)
N (-1.342, -0.477, 0.638)
C (-0.684, 0.899, 0.696)
C (0.017, -1.039, 1.035)
H (2.565, 1.163, -1.859)
H (-1.391, 0.127, -1.470)
H (-0.792, -1.558, -1.190)
H (-1.202, 1.654, 0.097)
H (-0.455, 1.246, 1.705)
H (0.309, -0.836, 2.065)
H (0.161, -2.083, 0.746)

Summary:
**Relative energy (zero: lowest compared OMol25 entry of this formula, charge and spin)**: 147.7 kcal/mol
**LUMO level**: 0.655 eV

Results of the Mulliken charge analysis, in e, for atoms 1 through 4: number 1, O, carries -0.30; number 2, C, carries -0.41; number 3, C, carries 0.49; number 4, C, carries -0.28


Entry 2:
The following is a DFT calculation (ωB97M-V/def2-TZVPD) of a single C2H4N6 molecule.

Positions of all 12 atoms, in Å:
N (-2.319, -0.579, -0.058)
C (-1.116, 0.027, 0.000)
N (-1.136, 1.298, 0.082)
N (-0.090, 2.008, 0.031)
N (1.073, 1.384, -0.231)
C (1.159, 0.042, -0.121)
N (2.320, -0.526, 0.133)
N (-0.016, -0.612, -0.105)
H (-3.127, 0.041, 0.279)
H (-2.482, -1.547, -0.170)
H (3.280, -0.031, 0.266)
H (2.452, -1.504, -0.105)

Summary:
**Relative energy (zero: lowest compared OMol25 entry of this formula, charge and spin)**: 10.6 kcal/mol
**SMILES string**: Nc1nnnc(N)n1
**LUMO level**: 0.605 eV

Results of the Mulliken charge analysis, in e, for atoms 1 through 4: number 1, N, carries -0.38; number 2, C, carries 0.62; number 3, N, carries -0.19; number 4, N, carries -0.35


Entry 3:
The following is a DFT calculation (ωB97M-V/def2-TZVPD) of C18H14AsClO4RuS as an isolated structure.

Positions of all 40 atoms, in Å:
Ru (-0.301, -2.019, -0.512)
S (-2.379, -1.765, -0.810)
C (-2.937, -0.197, -0.353)
C (-4.315, 0.060, -0.359)
C (-4.760, 1.322, 0.002)
C (-3.849, 2.311, 0.348)
C (-2.467, 2.063, 0.349)
C (-2.021, 0.810, 0.007)
As (-0.180, 0.270, -0.090)
C (1.051, 1.498, -0.824)
C (1.501, 1.287, -2.125)
C (2.400, 2.194, -2.665)
C (2.830, 3.279, -1.912)
C (2.374, 3.473, -0.613)
C (1.476, 2.579, -0.052)
C (0.391, -0.664, 1.464)
C (1.748, -0.735, 1.802)
C (2.190, -1.797, 2.563)
C (1.317, -2.828, 2.952)
C (-0.014, -2.776, 2.618)
C (-0.508, -1.692, 1.855)
H (-5.012, -0.717, -0.646)
H (-5.819, 1.539, 0.001)
H (-4.206, 3.298, 0.612)
H (-1.779, 2.860, 0.600)
H (1.166, 0.436, -2.706)
H (2.765, 2.051, -3.673)
H (3.532, 3.981, -2.340)
H (2.721, 4.319, -0.036)
H (1.128, 2.724, 0.964)
H (2.439, 0.024, 1.461)
H (3.231, -1.846, 2.853)
H (1.696, -3.653, 3.539)
H (-0.699, -3.538, 2.965)
H (-1.578, -1.519, 1.835)
O (1.732, -2.721, -0.546)
Cl (1.435, -3.414, -1.856)
O (2.541, -3.500, -2.691)
O (0.426, -2.388, -2.404)
O (0.739, -4.610, -1.577)

Summary:
**Net charge**: +2
**Relative energy (zero: lowest compared OMol25 entry of this formula, charge and spin)**: 0.0 kcal/mol
**LUMO level (spin up / spin down)**: -10.082 / -9.362 eV

Results of the Mulliken charge analysis, in e, for atoms 1 through 4: number 1, Ru, carries 0.01; number 2, S, carries -0.07; number 3, C, carries 0.79; number 4, C, carries -0.54


Entry 4:
The following is a DFT calculation (ωB97M-V/def2-TZVPD) of a 10-piece molecular cluster, C38H99F2N6O22S2 overall.

Positions of all 169 atoms, in Å:
N (-0.331, 0.169, 0.911)
S (-0.783, -1.063, 1.607)
O (-0.725, -2.350, 0.892)
O (-1.735, -0.880, 2.698)
F (0.622, -1.254, 2.381)
S (-1.581, 0.119, -0.177)
O (-2.852, 0.658, 0.270)
O (-1.482, -0.808, -1.294)
F (-1.087, 1.444, -0.956)
C (0.472, -8.173, 2.043)
O (1.152, -6.961, 1.677)
C (1.570, -6.249, 2.876)
C (1.981, -4.763, 2.630)
N (3.110, -4.534, 1.738)
C (3.426, -3.132, 1.532)
C (4.341, -2.979, 0.408)
O (3.609, -3.190, -0.807)
C (4.266, -2.670, -2.011)
H (1.008, -8.755, 2.793)
H (0.109, -8.913, 1.330)
H (-0.426, -7.836, 2.561)
H (2.410, -6.696, 3.409)
H (0.752, -6.131, 3.587)
H (2.338, -4.430, 3.605)
H (1.019, -4.284, 2.447)
H (2.986, -4.960, 0.830)
H (3.966, -2.729, 2.388)
H (2.493, -2.635, 1.263)
H (5.184, -3.670, 0.386)
H (4.746, -1.967, 0.397)
H (3.659, -2.868, -2.894)
H (5.229, -3.100, -2.283)
H (4.275, -1.597, -1.815)
C (3.082, 4.882, -6.729)
O (3.533, 4.218, -5.528)
C (3.786, 2.818, -5.761)
C (2.473, 2.013, -5.642)
N (1.850, 2.030, -4.298)
C (0.478, 1.574, -4.339)
C (0.261, 0.183, -4.869)
O (0.271, 0.236, -6.307)
C (0.776, -0.943, -6.948)
H (3.783, 4.787, -7.559)
H (3.116, 5.951, -6.521)
H (2.084, 4.530, -6.991)
H (4.485, 2.458, -5.006)
H (4.171, 2.469, -6.719)
H (2.629, 0.988, -5.979)
H (1.766, 2.441, -6.353)
H (2.039, 2.869, -3.768)
H (-0.260, 2.288, -4.704)
H (0.315, 1.346, -3.286)
H (-0.693, -0.176, -4.483)
H (0.892, -0.587, -4.425)
H (0.427, -1.832, -6.423)
H (1.864, -0.973, -6.898)
H (0.588, -1.043, -8.017)
C (5.647, 1.438, 9.358)
O (4.859, 0.790, 8.327)
C (4.518, 1.631, 7.219)
C (3.277, 1.192, 6.488)
N (3.314, -0.253, 6.213)
C (2.237, -0.772, 5.382)
C (2.201, -2.308, 5.433)
O (1.943, -2.587, 6.771)
C (1.614, -3.952, 7.072)
H (5.170, 2.411, 9.478)
H (6.668, 1.472, 8.976)
H (5.703, 0.916, 10.314)
H (5.360, 1.763, 6.539)
H (4.180, 2.618, 7.534)
H (3.191, 1.841, 5.616)
H (2.418, 1.521, 7.074)
H (3.103, -0.712, 7.087)
H (2.378, -0.382, 4.374)
H (1.260, -0.404, 5.695)
H (3.199, -2.578, 5.089)
H (1.480, -2.661, 4.697)
H (1.511, -4.148, 8.139)
H (2.392, -4.635, 6.731)
H (0.722, -4.285, 6.542)
C (-4.365, 2.895, -1.281)
O (-5.174, 3.387, -2.339)
C (-5.827, 4.645, -2.118)
C (-5.542, 5.715, -3.235)
N (-4.203, 6.263, -3.241)
C (-3.080, 5.310, -3.466)
C (-1.831, 6.069, -3.952)
O (-0.790, 5.202, -4.407)
C (0.395, 5.816, -4.840)
H (-3.620, 3.607, -0.926)
H (-3.882, 1.964, -1.576)
H (-4.981, 2.716, -0.399)
H (-5.538, 5.025, -1.138)
H (-6.876, 4.355, -2.060)
H (-6.346, 6.452, -3.232)
H (-5.697, 5.191, -4.179)
H (-4.173, 7.168, -3.688)
H (-3.320, 4.566, -4.226)
H (-2.786, 4.737, -2.588)
H (-1.482, 6.745, -3.172)
H (-2.191, 6.684, -4.777)
H (1.106, 4.996, -4.735)
H (0.591, 6.734, -4.286)
H (0.406, 6.214, -5.855)
C (-7.225, -1.943, -1.084)
O (-6.212, -2.300, -0.146)
C (-5.554, -1.238, 0.570)
C (-4.669, -1.902, 1.687)
N (-3.773, -2.944, 1.152)
C (-3.271, -3.839, 2.176)
C (-2.495, -5.025, 1.594)
O (-3.309, -5.608, 0.559)
C (-2.768, -6.817, -0.012)
H (-7.946, -1.279, -0.608)
H (-7.843, -2.750, -1.476)
H (-6.856, -1.461, -1.990)
H (-6.311, -0.591, 1.015)
H (-5.053, -0.607, -0.164)
H (-5.293, -2.309, 2.482)
H (-4.019, -1.092, 2.018)
H (-4.329, -3.566, 0.583)
H (-4.159, -4.127, 2.739)
H (-2.683, -3.237, 2.869)
H (-2.312, -5.763, 2.375)
H (-1.535, -4.802, 1.129)
H (-3.122, -7.731, 0.467)
H (-1.714, -6.709, -0.267)
H (-3.243, -6.940, -0.985)
C (1.087, 4.756, -0.896)
C (0.316, 5.811, -0.110)
O (0.983, 7.041, -0.344)
O (2.114, 4.172, -0.086)
H (1.479, 5.175, -1.822)
H (0.374, 3.976, -1.164)
H (0.207, 5.519, 0.935)
H (-0.676, 5.966, -0.534)
H (1.895, 7.012, -0.046)
H (1.629, 3.531, 0.439)
C (-0.469, 3.109, 2.801)
C (0.549, 2.256, 3.731)
O (1.921, 2.503, 3.487)
O (-0.158, 2.955, 1.400)
H (-0.399, 4.153, 3.106)
H (-1.517, 2.844, 2.940)
H (0.437, 1.172, 3.685)
H (0.373, 2.518, 4.774)
H (2.183, 2.043, 2.686)
H (-0.209, 2.019, 1.192)
C (-3.199, -3.840, -2.199)
C (-2.583, -4.054, -3.628)
O (-1.840, -2.970, -4.186)
O (-2.121, -3.629, -1.312)
H (-3.844, -4.639, -1.833)
H (-3.620, -2.835, -2.222)
H (-3.347, -4.339, -4.352)
H (-1.876, -4.883, -3.631)
H (-2.470, -2.322, -4.510)
H (-2.467, -3.459, -0.433)
C (3.167, 0.891, 0.229)
C (2.357, 0.793, -0.968)
O (1.511, -0.330, -0.975)
O (2.404, 1.009, 1.396)
H (3.713, 1.834, 0.189)
H (3.986, 0.173, 0.267)
H (3.002, 0.757, -1.845)
H (1.841, 1.742, -1.120)
H (0.838, -0.154, -0.313)
H (1.544, 0.593, 1.296)

Summary:
**Spin multiplicity**: 2
**LUMO level (spin up / spin down)**: -1.373 / -6.107 eV

Results of the Mulliken charge analysis, in e, for atoms 1 through 4: number 1, N, carries 0.16; number 2, S, carries 1.17; number 3, O, carries -0.50; number 4, O, carries -0.90


Entry 5:
The following is a DFT calculation (ωB97M-V/def2-TZVPD) of a 3-piece molecular cluster, C24H42N4O4 overall.

Positions of all 74 atoms, in Å:
N (0.701, -4.084, 4.315)
C (-0.727, -4.041, 4.819)
C (-1.683, -3.719, 3.522)
C (-1.399, -4.305, 1.983)
C (-2.443, -3.946, 0.728)
C (-3.793, -2.987, 0.942)
C (-4.042, -2.416, 2.458)
C (-3.013, -2.779, 3.712)
C (-3.679, -2.047, 5.018)
O (-3.141, -1.636, 6.174)
N (-5.118, -1.874, 4.584)
C (-6.151, -2.830, 5.138)
C (-6.029, -4.375, 4.606)
C (-7.392, -4.859, 3.790)
O (-7.247, -5.197, 2.493)
O (-8.672, -4.919, 4.514)
C (-5.231, -1.491, 3.114)
O (-6.055, -0.625, 2.504)
H (0.905, -4.972, 3.802)
H (0.784, -3.256, 3.669)
H (-1.039, -5.007, 5.418)
H (-0.811, -3.099, 5.546)
H (-0.467, -4.991, 1.767)
H (-2.210, -4.383, -0.344)
H (-4.542, -2.710, 0.085)
H (-6.099, -2.806, 6.307)
H (-7.222, -2.441, 4.781)
H (-5.130, -4.588, 3.887)
H (-5.899, -5.079, 5.538)
H (-9.310, -5.533, 4.038)
C (-0.808, -0.363, 0.595)
C (-0.152, 0.566, -0.423)
N (0.779, -0.108, -1.332)
C (1.600, 0.823, -2.114)
C (0.884, 1.727, -3.111)
C (0.245, -1.247, -2.082)
C (-0.962, -0.998, -2.981)
H (-0.056, -0.907, 1.177)
H (-1.415, 0.221, 1.294)
H (-1.472, -1.090, 0.118)
H (0.398, 1.322, 0.149)
H (-0.938, 1.097, -0.971)
H (2.381, 0.263, -2.643)
H (2.147, 1.464, -1.409)
H (0.578, 1.181, -4.004)
H (1.567, 2.519, -3.442)
H (0.008, 2.217, -2.680)
H (-0.022, -2.034, -1.367)
H (1.045, -1.696, -2.684)
H (-1.726, -0.382, -2.501)
H (-1.430, -1.956, -3.238)
H (-0.673, -0.527, -3.923)
C (6.444, 6.803, -2.462)
C (6.232, 5.291, -2.485)
N (4.823, 4.888, -2.529)
C (4.625, 3.456, -2.276)
C (5.200, 2.474, -3.291)
C (4.021, 5.444, -3.621)
C (4.481, 5.167, -5.048)
H (5.903, 7.265, -1.629)
H (7.508, 7.026, -2.337)
H (6.119, 7.277, -3.394)
H (6.685, 4.895, -1.570)
H (6.798, 4.871, -3.323)
H (3.553, 3.253, -2.158)
H (5.061, 3.222, -1.296)
H (4.602, 2.440, -4.203)
H (5.190, 1.463, -2.868)
H (6.234, 2.703, -3.557)
H (3.966, 6.531, -3.487)
H (2.980, 5.111, -3.516)
H (5.559, 5.294, -5.177)
H (3.987, 5.866, -5.734)
H (4.206, 4.161, -5.373)

Summary:
**SMILES string**: NCc1cccc2c1C(=O)N(CCC(=O)O)C2=O.CCN(CC)CC.CCN(CC)CC
**LUMO level**: -1.514 eV

Results of the Mulliken charge analysis, in e, for atoms 1 through 4: number 1, N, carries -0.63; number 2, C, carries -0.29; number 3, C, carries 0.57; number 4, C, carries -0.46


Entry 6:
The following is a DFT calculation (ωB97M-V/def2-TZVPD) of a 2-piece molecular cluster, C3H3BrClNO overall.

Positions of all 10 atoms, in Å:
O (3.310, -0.586, -0.196)
C (2.577, 0.210, 0.126)
N (1.764, 1.061, 0.220)
Br (1.270, 2.322, 1.492)
C (-2.063, -0.330, -0.716)
C (-0.912, -0.567, -0.140)
Cl (-0.885, -0.482, 1.685)
H (-2.083, -0.495, -1.798)
H (-2.824, 0.075, -0.160)
H (-0.154, -1.207, -0.513)

Summary:
**Relative energy (zero: lowest compared OMol25 entry of this formula, charge and spin)**: 41.6 kcal/mol
**SMILES string**: O=C=NBr.C=CCl
**LUMO level**: -0.591 eV

Results of the Mulliken charge analysis, in e, for atoms 1 through 4: number 1, O, carries -0.36; number 2, C, carries 0.60; number 3, N, carries -0.30; number 4, Br, carries 0.07


Entry 7:
The following is a DFT calculation (ωB97M-V/def2-TZVPD) of a 2-piece molecular cluster, C4H14N4 overall.

Positions of all 22 atoms, in Å:
H (1.319, 1.486, -1.670)
N (1.421, 1.665, -0.680)
C (0.927, 0.790, 0.100)
N (1.033, 1.026, 1.459)
N (0.507, -0.556, -0.272)
C (1.145, -1.694, 0.376)
C (0.352, -0.779, -1.701)
H (1.669, 1.780, 1.668)
H (1.074, 0.268, 2.114)
H (0.551, -2.587, 0.172)
H (1.174, -1.567, 1.454)
H (2.168, -1.860, 0.012)
H (-0.207, -1.703, -1.850)
H (-0.215, 0.042, -2.135)
H (1.311, -0.864, -2.226)
C (-2.209, 1.134, 0.230)
N (-2.161, -0.222, 0.700)
H (-2.426, 1.135, -0.839)
H (-2.976, 1.717, 0.743)
H (-1.164, 1.602, 0.279)
H (-2.122, -0.213, 1.717)
H (-1.171, -0.600, 0.352)

Summary:
**Relative energy (zero: lowest compared OMol25 entry of this formula, charge and spin)**: 29.7 kcal/mol
**SMILES string**: [H]/N=C(/N)N(C)C.CN
**LUMO level**: 0.728 eV

Results of the Mulliken charge analysis, in e, for atoms 1 through 4: number 1, H, carries 0.25; number 2, N, carries -0.85; number 3, C, carries 0.45; number 4, N, carries -0.35


Entry 8:
The following is a DFT calculation (ωB97M-V/def2-TZVPD) of C3H5BeO3 as an isolated structure.

Positions of all 12 atoms, in Å:
C (0.174, -0.899, 0.294)
O (0.423, -2.025, 0.727)
O (1.230, -0.080, 0.279)
O (-0.836, -0.341, -0.363)
C (0.864, 1.221, -0.202)
C (-0.638, 1.075, -0.475)
H (1.444, 1.427, -1.109)
H (1.096, 1.962, 0.571)
H (-0.925, 1.381, -1.486)
H (-1.264, 1.586, 0.264)
Be (-0.159, -3.036, 0.527)
H (-1.410, -2.271, 0.973)

Summary:
**Relative energy (zero: lowest compared OMol25 entry of this formula, charge and spin)**: 110.9 kcal/mol
**Spin multiplicity**: 2
**LUMO level (spin up / spin down)**: 0.234 / 0.437 eV

Results of the Mulliken charge analysis, in e, for atoms 1 through 4: number 1, C, carries 0.60; number 2, O, carries 0.20; number 3, O, carries -0.35; number 4, O, carries -0.24